1.
Here is C27H42AuF3N4O4S2SbSi3 as an isolated structure in a non-equilibrium geometry from OMol25. Energies are from ωB97M-V/def2-TZVPD.

Positions of all 87 atoms, in Å:
Au 13.1318 9.1009 12.8133
F 11.9912 10.3665 18.9745
C 11.7832 10.2413 17.6712
F 11.4180 11.4504 17.2115
F 10.7086 9.4399 17.6128
C 12.9121 9.7437 16.9292
C 14.1564 9.5014 17.5114
C 15.2543 8.9675 16.7137
C 15.0906 8.7888 15.3867
N 13.8615 9.1152 14.8057
C 12.8322 9.6022 15.5259
S 11.4501 9.9361 14.5663
H 14.3435 9.5852 18.5973
H 16.1785 8.6412 17.2232
H 15.8271 8.3002 14.8121
N 12.0328 10.5116 6.8815
C 11.3097 10.6201 8.0389
O 10.5288 11.5114 8.3299
C 11.4779 9.4636 8.9448
C 10.8869 8.2102 8.7514
C 10.8572 7.3103 9.8266
C 11.4303 7.6057 10.9719
N 12.1074 8.8051 11.0845
C 12.1788 9.7346 10.1894
H 11.9519 11.2028 6.1636
H 12.8449 9.9048 6.9859
H 10.3812 7.9492 7.8348
H 10.4170 6.3834 9.5885
H 11.3305 6.9842 11.8395
H 12.8278 10.6420 10.3507
N 17.2037 13.8645 12.9142
C 16.7481 12.7979 12.2297
C 16.6830 11.5061 12.7165
C 16.2220 10.4203 12.0371
C 15.8670 10.6116 10.7175
C 15.9369 11.8349 10.1495
C 16.2809 12.9682 10.8941
S 15.2727 9.2121 9.7405
O 16.4069 8.6536 9.0652
O 14.6229 8.3722 10.7466
O 14.3326 9.8634 8.8392
H 17.1467 14.7334 12.4394
H 17.7744 13.8276 13.7491
H 16.8852 11.3284 13.7509
H 16.0150 9.4572 12.5415
H 15.8078 11.8720 9.1115
H 16.4025 14.0102 10.4530
C 11.0896 15.0048 7.8262
Si 9.9274 15.1030 9.2753
C 8.0917 14.9750 8.8760
C 10.2088 16.8563 10.0354
Sb 10.3287 13.3753 11.2158
Si 8.6349 11.5256 11.5976
C 8.0980 11.7480 13.4099
C 9.1497 9.7497 11.5928
C 7.1867 11.8120 10.3917
Si 11.9494 14.0299 13.0760
C 13.4173 12.8734 13.0593
C 12.5838 15.7252 12.5758
C 10.9262 14.0346 14.6675
H 10.9559 15.6573 6.9517
H 10.9816 14.0487 7.3500
H 12.1265 15.0558 8.1285
H 7.8122 15.8142 8.1497
H 7.6552 15.1504 9.8720
H 7.7650 13.9557 8.4476
H 10.1871 17.5170 9.2052
H 11.2078 16.8671 10.5427
H 9.3952 17.2348 10.7698
H 8.9330 11.6873 14.0281
H 7.4298 10.9106 13.7225
H 7.6200 12.7173 13.7834
H 10.0001 9.4589 12.1776
H 9.1850 9.3949 10.6046
H 8.2852 9.2402 12.0989
H 6.9858 12.9022 10.2469
H 6.3077 11.3980 10.8808
H 7.4243 11.3277 9.4347
H 13.6795 12.6852 12.0473
H 13.1351 11.9645 13.6290
H 14.3689 13.2470 13.4868
H 13.0084 15.7280 11.5844
H 13.3245 16.0745 13.3196
H 11.7138 16.3604 12.4746
H 10.7640 13.0000 15.0516
H 9.9351 14.5199 14.5144
H 11.2413 14.5453 15.5597

Results
Charge: +1
Kohn-Sham gap (alpha / beta) (hartree): 0.25886 / 0.18212
Multiplicity: 3

Atomic charges from the Mulliken analysis, expressed in e, are listed below:
1. Au 0.62
2. F -0.31
3. C 0.58
4. F -0.17
5. F -0.24
6. C -0.19
7. C -0.26
8. C -0.69
9. C -0.57
10. N -0.51
11. C 1.04
12. S -0.40
13. H 0.44
14. H 0.39
15. H 0.60
16. N -0.31
17. C -0.16
18. O -0.53
19. C 0.21
20. C -0.22
21. C -0.66
22. C -0.72
23. N -0.17
24. C 0.33
25. H 0.29
26. H 0.23
27. H 0.54
28. H 0.51
29. H 0.44
30. H 0.66
31. N -0.48
32. C 0.71
33. C -0.57
34. C -0.61
35. C -0.21
36. C -0.91
37. C -0.55
38. S 1.28
39. O -0.72
40. O -0.67
41. O -0.65
42. H 0.18
43. H 0.20
44. H 0.33
45. H 0.90
46. H 0.64
47. H 0.25
48. C -1.04
49. Si 0.51
50. C -1.03
51. C -1.05
52. Sb -0.11
53. Si 0.75
54. C -0.98
55. C -0.39
56. C -1.11
57. Si 0.52
58. C 0.17
59. C -1.25
60. C -0.90
61. H 0.40
62. H 0.24
63. H 0.38
64. H 0.40
65. H 0.30
66. H 0.27
67. H 0.40
68. H 0.24
69. H 0.27
70. H 0.13
71. H 0.36
72. H 0.30
73. H -0.12
74. H 0.22
75. H 0.39
76. H 0.23
77. H 0.42
78. H 0.33
79. H -0.20
80. H -0.38
81. H 0.43
82. H 0.41
83. H 0.41
84. H 0.32
85. H 0.05
86. H 0.38
87. H 0.46

---

2.
Here is one molecule with the formula C6H14NOPS3 in a non-equilibrium geometry from OMol25. Energies are from ωB97M-V/def2-TZVPD.

Positions of all 26 atoms, in Å:
C -0.5069 0.5479 3.2820
C 0.1997 -0.5999 2.5098
O -0.0760 -0.4449 1.1019
P 1.0352 -0.5070 -0.1163
S 2.7601 0.4406 0.2761
S 1.1428 -2.6072 -0.4558
C -0.6426 -2.9419 -0.4438
N 0.1655 0.1789 -1.4123
C 0.2146 -0.3435 -2.6841
S -0.3436 0.2199 -4.0439
C -0.5749 1.4569 -1.3022
C 0.3375 2.7837 -1.4763
H 0.0333 1.4406 3.1997
H -1.5989 0.6091 2.9030
H -0.4036 0.1739 4.2461
H -0.2688 -1.4950 2.8174
H 1.3063 -0.5694 2.6916
H -0.7705 -3.4671 0.4989
H -0.7114 -3.8016 -1.1989
H -1.2151 -2.0614 -0.8162
H 0.7428 -1.3700 -2.5765
H -0.9903 1.5207 -0.2568
H -1.3689 1.4912 -2.0407
H 0.6987 2.8695 -2.4997
H -0.4111 3.5977 -1.2867
H 1.2460 2.8783 -0.9164

Results
Kohn-Sham gap (hartree): 0.33363
Structure (SMILES): CCO[P@@](=S)(SC)N(C=S)CC

Atomic charges from the natural (NBO) analysis, expressed in e, are listed below:
1. C -0.61
2. C -0.05
3. O -0.85
4. P 1.57
5. S -0.54
6. S -0.02
7. C -0.76
8. N -0.79
9. C -0.13
10. S -0.02
11. C -0.23
12. C -0.62
13. H 0.21
14. H 0.21
15. H 0.21
16. H 0.18
17. H 0.21
18. H 0.24
19. H 0.24
20. H 0.25
21. H 0.21
22. H 0.21
23. H 0.24
24. H 0.22
25. H 0.21
26. H 0.23

---

3.
Here is C22H24N2P2Pd as an isolated structure from OMol25. Energies are from ωB97M-V/def2-TZVPD.

Positions of all 51 atoms, in Å:
Pd -0.3168 -0.6567 0.1406
C -2.7468 2.8866 1.6456
C -1.7817 1.8938 1.4397
N -1.6211 1.2729 0.2872
C -2.4104 1.6243 -0.7469
C -3.4207 2.5953 -0.6334
C -3.5761 3.2309 0.6083
C -4.2460 2.8997 -1.7660
C -4.0615 2.2771 -2.9492
C -3.0229 1.3032 -3.1123
C -2.7730 0.6506 -4.3319
C -1.7408 -0.2524 -4.4114
C -0.9658 -0.4918 -3.2690
N -1.1875 0.1005 -2.1173
C -2.1944 0.9776 -2.0249
H -2.8296 3.3561 2.6158
H -1.1245 1.5844 2.2435
H -4.3443 3.9844 0.7311
H -5.0249 3.6418 -1.6427
H -4.6889 2.5041 -3.8022
H -3.3933 0.8707 -5.1919
H -1.5141 -0.7733 -5.3313
H -0.1369 -1.1918 -3.2944
C -0.3684 -3.4710 2.4958
P 0.3386 -2.4930 1.1134
C 1.5129 -3.7479 0.4456
C 1.4952 -1.3583 2.0084
C 1.4533 -1.2036 3.3961
C 2.2062 -0.2379 4.0464
C 3.0370 0.5965 3.3193
C 3.0978 0.4520 1.9413
C 2.3361 -0.5006 1.2696
P 2.3476 -0.5855 -0.5738
C 4.0914 -1.1418 -0.8443
C 2.5553 1.1791 -1.0345
H -1.0866 -2.8651 3.0465
H 0.3893 -3.8612 3.1797
H -0.9089 -4.3141 2.0627
H 1.0279 -4.7256 0.4412
H 2.4181 -3.8129 1.0517
H 1.7826 -3.4948 -0.5794
H 0.8123 -1.8408 3.9902
H 2.1420 -0.1434 5.1235
H 3.6306 1.3526 3.8169
H 3.7467 1.1081 1.3742
H 4.7988 -0.5413 -0.2673
H 4.3418 -1.0678 -1.9036
H 4.1912 -2.1854 -0.5442
H 3.4871 1.6267 -0.6833
H 1.7084 1.7521 -0.6548
H 2.5374 1.2373 -2.1245

Results
Kohn-Sham gap (hartree): 0.21856

Atomic charges from the natural (NBO) analysis, expressed in e, are listed below:
1. Pd 0.00
2. C -0.25
3. C 0.07
4. N -0.44
5. C 0.15
6. C -0.09
7. C -0.13
8. C -0.19
9. C -0.17
10. C -0.11
11. C -0.14
12. C -0.25
13. C 0.06
14. N -0.44
15. C 0.23
16. H 0.22
17. H 0.21
18. H 0.22
19. H 0.22
20. H 0.21
21. H 0.21
22. H 0.22
23. H 0.21
24. C -0.96
25. P 0.89
26. C -0.96
27. C -0.34
28. C -0.23
29. C -0.20
30. C -0.23
31. C -0.23
32. C -0.24
33. P 0.80
34. C -0.93
35. C -0.94
36. H 0.24
37. H 0.22
38. H 0.23
39. H 0.23
40. H 0.22
41. H 0.24
42. H 0.21
43. H 0.21
44. H 0.21
45. H 0.20
46. H 0.21
47. H 0.22
48. H 0.23
49. H 0.21
50. H 0.24
51. H 0.23

---

E_tot list, top to bottom, in eV: -106511.5133, -51781.6844, -48241.7867
Relative energy (zero: lowest compared OMol25 entry of this formula, charge and spin) list, top to bottom, in kcal/mol: 11.4, 9.1, 19.2